1.
Computed, not measured: a molecular structure, H24Li2O16S at a distorted geometry, with wB97M-V/def2-TZVPD.

**Orbital gap (spin up / spin down)**: 0.1456 / 0.3017 Ha
**E_tot**: -44399.6369 eV
**LUMO level (spin up / spin down)**: 1.292 / 1.387 eV

```
! wB97M-V def2-TZVPD RIJCOSX def2/J DEFGRID3
* xyz -1 2
Li -1.30908 -0.65226 -3.20154
Li 1.57528 0.30044 -3.04175
S 0.06956 -0.28769 -0.43585
O -0.95219 -0.86223 -1.33741
O 0.32417 -1.14370 0.75248
O 1.31102 -0.13984 -1.25418
O -0.36442 1.05362 -0.07850
O 1.00229 2.28327 -2.78104
H 0.21647 2.70163 -2.42935
H 1.51503 3.00432 -3.14632
O -2.16772 -1.93113 1.46541
H -2.93465 -1.64554 0.96893
H -1.42108 -1.61728 0.95526
O -2.51916 1.30118 1.37163
H -3.09877 0.76988 0.82572
H -1.70650 1.36283 0.86960
O -0.52740 0.00020 3.53223
H -0.77146 -0.26860 2.64657
H -1.23542 0.58123 3.81037
O 1.47280 -2.84562 2.40350
H 1.54486 -2.30391 3.18937
H 0.86901 -2.36627 1.83614
O 2.85741 -2.25525 -0.24090
H 2.10644 -2.40206 0.33418
H 2.61205 -1.49372 -0.76634
O 2.40634 0.23996 2.07476
H 2.65294 0.66529 1.25346
H 1.55017 -0.14893 1.89598
O -3.59482 -0.79277 -0.50476
H -2.71875 -0.86943 -0.88272
H -4.12259 -1.42548 -0.99197
O -1.45261 -3.38987 -1.50945
H -1.51275 -3.42937 -2.46394
H -1.16958 -2.49455 -1.32364
O -1.24297 3.08697 -1.52547
H -1.93472 3.45259 -0.97409
H -0.93076 2.32156 -1.04286
O 3.35585 1.19451 -0.14132
H 2.61927 0.76784 -0.57909
H 3.69080 1.81693 -0.78679
O 1.24042 2.95947 0.59814
H 0.60562 2.30182 0.31397
H 2.08962 2.59994 0.34158
*
```

=====

2.
Computed, not measured: a molecular structure, C6H10AlO6 at a distorted geometry, with wB97M-V/def2-TZVPD.

**Orbital gap (spin up / spin down)**: 0.1213 / 0.1206 Ha
**E_tot**: -25205.0752 eV
**LUMO level (spin up / spin down)**: -23.116 / -23.116 eV

```
! wB97M-V def2-TZVPD RIJCOSX def2/J DEFGRID3
* xyz 4 2
O 0.18600 -1.27021 2.45081
C 0.38463 -0.11968 2.83638
O 0.62586 0.97059 2.12274
C 1.20507 0.88862 0.78403
C 0.32352 1.58073 -0.23042
C -1.00698 0.90093 -0.54828
C -0.92024 -0.54494 -0.96443
O -0.04448 -0.61463 -2.16274
C 0.27384 -1.71814 -2.67718
O -0.15725 -2.82409 -2.18608
O 1.08134 -1.72451 -3.66192
H 1.36767 -0.17339 0.57435
H 2.15439 1.42234 0.89221
H 0.93297 1.67374 -1.14103
H 0.13097 2.61218 0.09327
H -1.52345 1.46639 -1.33456
H -1.67568 0.91839 0.32492
H -1.89779 -0.93852 -1.26331
H -0.46306 -1.19194 -0.20591
H 1.27738 -2.59759 -4.04905
Al -0.51414 1.99064 3.36609
O -0.66872 0.21641 3.58607
H -1.07185 -0.92331 3.39403
*
```

=====

3.
Computed, not measured: a molecular structure, C43H38CaCl2NP2, with wB97M-V/def2-TZVPD.

**Orbital gap**: 0.2790 Ha
**E_tot**: -108755.0381 eV
**LUMO level**: -2.045 eV

```
! wB97M-V def2-TZVPD RIJCOSX def2/J DEFGRID3
* xyz 1 1
Ca 1.03005 -0.84742 0.36959
C -1.12550 1.66280 0.14335
N -1.05604 0.38666 -0.62125
C -0.51252 0.60039 -1.97552
P 0.39214 -0.93760 -2.50231
C -0.88130 -2.20079 -2.73445
C -2.02947 -1.98435 -3.49703
C -2.98950 -2.97447 -3.59652
C -2.80447 -4.19228 -2.94914
C -1.65940 -4.42182 -2.20510
C -0.69970 -3.42405 -2.09580
C 0.98177 -0.52142 -4.16729
C 1.55343 0.72302 -4.43240
C 2.06046 1.00490 -5.69181
C 2.01153 0.04444 -6.69159
C 1.45498 -1.19908 -6.42993
C 0.94164 -1.48369 -5.17415
C -2.36857 -0.25077 -0.63971
C -3.42983 0.32555 -1.32721
C -4.67291 -0.28618 -1.30993
C -4.85865 -1.46966 -0.60733
C -3.80080 -2.03022 0.09066
C -2.55468 -1.41664 0.08240
P 0.52997 2.02585 0.90652
C 1.12098 3.54079 0.10580
C 2.46957 3.62512 -0.23145
C 2.97556 4.76982 -0.83056
C 2.13179 5.83630 -1.10142
C 0.78532 5.76330 -0.76548
C 0.28177 4.62310 -0.16126
C 0.08989 2.50013 2.60378
C -0.59327 1.55088 3.36730
C -0.92162 1.81966 4.68424
C -0.55795 3.03441 5.25241
C 0.12849 3.97584 4.50127
C 0.45322 3.71345 3.17671
H -1.84317 1.52820 0.95191
H -1.47692 2.48626 -0.48700
H 0.24045 1.39266 -1.91804
H -1.27047 0.92951 -2.69290
H -2.17387 -1.04011 -4.00938
H -3.88479 -2.80139 -4.17889
H -3.55825 -4.96423 -3.03158
H -1.51178 -5.37101 -1.70735
H 0.19611 -3.60259 -1.50975
H 1.61243 1.48232 -3.66160
H 2.49342 1.97597 -5.89205
H 2.40684 0.26541 -7.67392
H 1.41612 -1.95096 -7.20676
H 0.49931 -2.45319 -4.98140
H -3.29854 1.25246 -1.87339
H -5.49904 0.16432 -1.84418
H -5.82953 -1.94671 -0.59888
H -3.93672 -2.94638 0.65057
H -1.73635 -1.85300 0.64591
H 3.12287 2.79009 -0.00525
H 4.02547 4.83272 -1.08438
H 2.52286 6.72943 -1.57009
H 0.12976 6.59968 -0.96811
H -0.76459 4.58652 0.11779
H -0.86432 0.58795 2.94159
H -1.44491 1.07606 5.27036
H -0.80807 3.24377 6.28388
H 0.41289 4.92077 4.94485
H 0.99041 4.45393 2.59791
C 1.75004 -1.58074 5.94632
C 1.98467 -0.68752 4.87809
C 1.54288 -1.00372 3.62607
C 0.83917 -2.20573 3.33936
C 0.38569 -2.49657 2.00549
C -0.29711 -3.68607 1.86246
C -0.54930 -4.57788 2.93390
C -0.10370 -4.28739 4.18921
C 0.60683 -3.08518 4.42700
C 1.07806 -2.74707 5.72070
H 2.10391 -1.33650 6.93920
H 2.50150 0.24689 5.05983
H 1.71860 -0.28095 2.82857
H -0.67666 -3.98429 0.88544
H -1.09331 -5.49717 2.75154
H -0.28169 -4.96568 5.01522
H 0.89390 -3.43734 6.53579
Cl 4.29582 0.51741 1.61532
C 4.86553 0.30119 -0.03489
Cl 3.53455 -0.24003 -1.09923
H 5.62994 -0.46582 -0.05655
H 5.22668 1.24571 -0.42415
*
```

=====

4.
Computed, not measured: a molecular structure, C4H10N2O at a distorted geometry, with wB97M-V/def2-TZVPD.

**Orbital gap**: 0.3363 Ha
**E_tot**: -9332.1469 eV
**LUMO level**: 1.028 eV

```
! wB97M-V def2-TZVPD RIJCOSX def2/J DEFGRID3
* xyz 0 1
C -0.68370 0.61868 -0.31421
C -1.40184 1.79229 0.29870
C 2.11965 -0.37830 0.01462
C 0.82301 -1.20843 -0.24078
N -1.44092 -1.12322 0.58055
N -0.19194 -0.47787 0.54314
O -2.05141 -0.49878 -0.61835
H -0.40413 0.94343 -1.32416
H -0.81540 2.63451 0.26773
H -1.45019 1.79754 1.37827
H -2.28758 2.06601 -0.29685
H 2.39320 0.32199 -0.84475
H 1.96262 0.10407 1.03488
H 2.99450 -0.94480 0.06118
H 0.67555 -1.31523 -1.28509
H 0.99339 -2.19289 0.17596
H -1.23481 -2.13898 0.56917
*
```

=====

5.
Computed, not measured: 6 unconnected molecules or ions with the total composition H10IO5 at a distorted geometry, with wB97M-V/def2-TZVPD.

**Orbital gap**: 0.3075 Ha
**E_tot**: -18503.5618 eV
**LUMO level**: 3.411 eV

```
! wB97M-V def2-TZVPD RIJCOSX def2/J DEFGRID3
* xyz -1 1
I -0.79048 1.81835 0.07620
O 0.62239 0.39764 3.16181
H 0.45500 1.01143 2.47476
H 1.02763 -0.36208 2.70044
O -1.70767 0.29951 -3.04093
H -1.53655 0.91692 -2.29884
H -1.60945 -0.63325 -2.88436
O -1.40609 -1.33525 1.97791
H -1.63069 -1.73781 1.17018
H -1.50321 -0.46186 1.74541
O 1.69085 0.86082 -2.49443
H 1.26485 1.55536 -2.02548
H 2.19130 0.38662 -1.82356
O 0.90961 -1.19295 0.11784
H 1.25385 -1.26481 1.00323
H 0.76867 -0.25864 0.13983
*
```

=====

6.
Computed, not measured: 2 unconnected molecules or ions with the total composition C3H6N3 at a distorted geometry, with wB97M-V/def2-TZVPD.

**Orbital gap (spin up / spin down)**: 0.4039 / 0.2972 Ha
**E_tot**: -7665.3750 eV
**LUMO level (spin up / spin down)**: -4.735 / -7.443 eV

```
! wB97M-V def2-TZVPD RIJCOSX def2/J DEFGRID3
* xyz 1 1
C 1.82317 0.46336 0.40646
C 0.24508 -0.84825 -0.22975
C -1.61975 0.75446 -0.01320
N 0.68067 1.07427 0.50352
N 1.55293 -0.83115 -0.05403
N -0.29647 0.32084 0.08984
H 2.79434 0.93249 0.58997
H -1.13519 -2.89915 -0.80846
H -2.43458 0.49542 0.77810
H -1.56103 1.76890 -0.00849
H -2.13623 0.32072 -0.92449
H 2.08707 -1.55191 -0.32948
*
```

=====

7.
Computed, not measured: a molecular structure, C16H29Cl2N5PSiZr, with wB97M-V/def2-TZVPD.

**Orbital gap**: 0.2079 Ha
**E_tot**: -67979.9772 eV
**LUMO level**: -11.205 eV

```
! wB97M-V def2-TZVPD RIJCOSX def2/J DEFGRID3
* xyz 3 1
Zr 1.12846 -0.79472 0.61253
C -0.25538 0.17548 4.12031
C 0.30205 1.20248 3.19149
C 0.40706 2.54087 3.50686
C 0.98240 3.42942 2.59885
C 1.45544 2.99893 1.36338
C 1.32639 1.66030 1.08218
N 0.75842 0.78110 1.98187
N 1.70104 0.94736 -0.06231
Si 3.03802 0.89928 -1.27326
C 2.61582 1.85462 -2.78329
C 4.60719 1.32909 -0.41432
C 2.90145 -0.98593 -1.63749
H -0.99866 0.60981 4.78563
H 0.53990 -0.23131 4.75038
H -0.71949 -0.64780 3.57225
H 0.04264 2.89419 4.46143
H 1.06259 4.47704 2.86227
H 1.89855 3.67947 0.65011
H 2.63165 2.92674 -2.57310
H 1.63523 1.60080 -3.18804
H 3.35923 1.67271 -3.56379
H 4.60125 2.36640 -0.07157
H 5.45700 1.23137 -1.09441
H 4.80034 0.68805 0.44904
H 2.24379 -1.20045 -2.48322
H 2.70501 -1.78965 -0.89024
H 3.91536 -1.27729 -1.93449
Cl 2.67936 -2.30021 2.31782
C 2.24929 -3.88376 1.57437
Cl 1.01232 -3.59065 0.31308
H 1.82362 -4.51547 2.34683
H 3.13957 -4.29328 1.10899
C -4.25267 0.01840 -0.36839
N -3.91609 -1.40668 -0.33282
C -3.88198 -1.93807 -1.69507
N -2.93332 -1.19928 -2.53304
C -3.28619 0.22287 -2.54737
N -3.31326 0.78150 -1.19484
C -2.00928 0.89142 -0.60506
P -1.26384 -0.83364 -0.42111
C -2.72552 -1.69252 0.41882
C -1.56827 -1.44910 -2.20789
H -4.26447 0.42055 0.64512
H -5.24998 0.12496 -0.79240
H -4.87499 -1.83977 -2.13063
H -3.61607 -2.99528 -1.67748
H -4.27739 0.32656 -2.98564
H -2.57589 0.77421 -3.16413
H -2.07606 1.35314 0.38228
H -1.34841 1.49275 -1.23280
H -2.82279 -1.31716 1.43860
H -2.54541 -2.76805 0.45551
H -1.34484 -2.51548 -2.25437
H -0.90019 -0.90626 -2.87746
*
```

=====

8.
Computed, not measured: 2 unconnected molecules or ions with the total composition CH2O2S3 at a distorted geometry, with wB97M-V/def2-TZVPD.

**Orbital gap (spin up / spin down)**: 0.2974 / 0.2976 Ha
**E_tot**: -37664.1399 eV
**LUMO level (spin up / spin down)**: -1.117 / -0.867 eV

```
! wB97M-V def2-TZVPD RIJCOSX def2/J DEFGRID3
* xyz 0 1
C 0.71718 0.07946 0.19231
O 3.32845 1.11913 0.75527
O 2.88409 0.11658 -1.44447
S 1.69690 -1.29158 0.97408
S -0.52369 1.12926 0.72720
S 2.47127 0.33940 -0.08092
H 0.85765 -0.57480 -1.62981
H -0.61429 0.34586 1.85357
*
```

=====

> What is the formula in the sixth record?

C3H6N3

=====

Repeat the first record exactly.
Computed, not measured: a molecular structure, H24Li2O16S at a distorted geometry, with wB97M-V/def2-TZVPD.

**Orbital gap (spin up / spin down)**: 0.1456 / 0.3017 Ha
**E_tot**: -44399.6369 eV
**LUMO level (spin up / spin down)**: 1.292 / 1.387 eV

```
! wB97M-V def2-TZVPD RIJCOSX def2/J DEFGRID3
* xyz -1 2
Li -1.30908 -0.65226 -3.20154
Li 1.57528 0.30044 -3.04175
S 0.06956 -0.28769 -0.43585
O -0.95219 -0.86223 -1.33741
O 0.32417 -1.14370 0.75248
O 1.31102 -0.13984 -1.25418
O -0.36442 1.05362 -0.07850
O 1.00229 2.28327 -2.78104
H 0.21647 2.70163 -2.42935
H 1.51503 3.00432 -3.14632
O -2.16772 -1.93113 1.46541
H -2.93465 -1.64554 0.96893
H -1.42108 -1.61728 0.95526
O -2.51916 1.30118 1.37163
H -3.09877 0.76988 0.82572
H -1.70650 1.36283 0.86960
O -0.52740 0.00020 3.53223
H -0.77146 -0.26860 2.64657
H -1.23542 0.58123 3.81037
O 1.47280 -2.84562 2.40350
H 1.54486 -2.30391 3.18937
H 0.86901 -2.36627 1.83614
O 2.85741 -2.25525 -0.24090
H 2.10644 -2.40206 0.33418
H 2.61205 -1.49372 -0.76634
O 2.40634 0.23996 2.07476
H 2.65294 0.66529 1.25346
H 1.55017 -0.14893 1.89598
O -3.59482 -0.79277 -0.50476
H -2.71875 -0.86943 -0.88272
H -4.12259 -1.42548 -0.99197
O -1.45261 -3.38987 -1.50945
H -1.51275 -3.42937 -2.46394
H -1.16958 -2.49455 -1.32364
O -1.24297 3.08697 -1.52547
H -1.93472 3.45259 -0.97409
H -0.93076 2.32156 -1.04286
O 3.35585 1.19451 -0.14132
H 2.61927 0.76784 -0.57909
H 3.69080 1.81693 -0.78679
O 1.24042 2.95947 0.59814
H 0.60562 2.30182 0.31397
H 2.08962 2.59994 0.34158
*
```